Below is the molecule C7H14, with properties calculated with wB97M-V/def2-TZVPD.

Last column: Mulliken charge in e.
Cartesian coordinates (Å):
C  -1.256  -0.913  -0.552  -1.59
C  -0.409  0.358  -0.712  0.71
C  -0.800  1.626  -0.024  -0.63
C  -1.819  1.488  1.037  -0.94
C  1.088  0.173  -0.286  0.31
C  1.239  -0.198  1.193  -1.36
C  1.804  -0.847  -1.172  -1.57
H  -0.885  -1.716  -1.199  0.40
H  -2.298  -0.724  -0.834  0.39
H  -1.259  -1.294  0.475  0.31
H  -0.352  0.605  -1.784  0.47
H  1.564  1.149  -0.437  0.36
H  -2.735  1.722  0.457  0.41
H  -1.749  2.278  1.792  0.30
H  -1.984  0.507  1.509  0.29
H  2.299  -0.253  1.464  0.42
H  0.795  -1.177  1.408  0.28
H  0.767  0.540  1.853  0.33
H  1.706  -0.593  -2.233  0.36
H  2.873  -0.871  -0.929  0.43
H  1.410  -1.860  -1.025  0.32

Atoms 1-2, force components in eV/Å:
-0.049 -0.022 0.077
-0.053 0.083 -0.031

The HOMO energy comes out at -0.2925 Eh. The energy relative to the best compared isomer or geometry (same formula, charge and spin) is 83.3 kcal/mol. Its lowest unoccupied orbital energy is 0.50 eV. As for the multiplicity: 1. The total energy is -7482.6809 eV.